Record 1
{
  "formula": "C38H37BrF5MoN7O7S5Te",
  "method": "ωB97M-V/def2-TZVPD",
  "homo_ev": [-7.6256, -7.7040],
  "orbital_gap_ha": [0.1914, 0.1956],
  "e_above_lowest_kcal_mol": 180.0,
  "total_charge": 0,
  "e_lumo_ev": [-2.417, -2.380],
  "elements": ["Mo", "Br", "C", "C", "C", "C", "C", "C", "N", "N", "C", "C", "C", "C", "O", "C", "N", "C", "C", "C", "C", "H", "H", "H", "H", "H", "H", "H", "H", "H", "C", "C", "S", "C", "C", "S", "C", "C", "S", "H", "H", "H", "H", "H", "H", "H", "H", "H", "H", "H", "H", "N", "C", "C", "C", "C", "C", "C", "S", "O", "O", "N", "C", "N", "C", "C", "C", "N", "H", "H", "H", "H", "H", "H", "H", "H", "H", "C", "C", "C", "C", "C", "C", "C", "S", "O", "O", "O", "H", "H", "H", "H", "H", "H", "H", "F", "Te", "F", "F", "F", "F", "O"],
  "coordinates": [[0.1756, -0.5947, 0.7229], [-5.6758, 4.0943, -0.0951], [-4.0684, 4.8549, 0.5421], [-3.5803, 6.0110, -0.0444], [-2.3927, 6.5532, 0.4202], [-1.6843, 5.9241, 1.4329], [-2.2042, 4.7835, 2.0391], [-3.4029, 4.2517, 1.6014], [-0.4637, 6.5666, 1.8568], [0.4654, 5.9310, 2.3705], [0.6349, 4.5191, 2.1997], [1.2094, 3.8677, 3.2614], [1.3420, 2.4602, 3.3047], [0.9123, 1.7412, 2.2261], [0.9580, 0.4032, 2.1090], [0.3711, 2.4030, 1.0935], [0.0032, 1.5661, 0.0898], [-0.3826, 2.0811, -1.0565], [-0.4144, 3.4733, -1.2599], [-0.0818, 4.3224, -0.2406], [0.2833, 3.7897, 1.0199], [-4.1197, 6.4802, -0.8549], [-1.9869, 7.4525, -0.0238], [-1.6836, 4.3211, 2.8660], [-3.8139, 3.3698, 2.0728], [1.5020, 4.4650, 4.1147], [1.7476, 1.9609, 4.1729], [-0.6196, 1.3843, -1.8531], [-0.6826, 3.8527, -2.2346], [-0.0604, 5.3897, -0.4131], [5.8531, -2.4029, 1.7769], [4.8910, -1.7381, 0.7625], [4.2614, -0.0719, 1.3172], [4.6589, 0.1411, 3.0701], [3.9284, -0.7412, 4.1018], [2.9380, -2.0933, 3.4037], [3.5493, -3.5327, 4.2950], [5.0006, -3.9069, 4.0096], [5.4454, -4.1086, 2.2609], [5.9198, -1.8442, 2.7032], [6.8473, -2.4301, 1.3331], [3.3920, -2.8806, 1.1245], [5.4442, -1.4883, -0.1419], [4.3855, 1.1888, 3.2086], [5.7400, 0.0770, 3.1873], [3.2379, -0.1329, 4.6852], [4.6504, -1.1836, 4.7873], [2.8668, -4.3209, 3.9739], [3.4012, -3.3893, 5.3672], [5.2126, -4.8789, 4.4586], [5.6981, -3.1867, 4.4403], [-6.7652, -1.4090, -4.2818], [-5.5056, -1.4302, -3.7335], [-4.8548, -0.2282, -3.4155], [-3.5687, -0.2437, -2.9314], [-2.9205, -1.4594, -2.7407], [-3.5515, -2.6566, -3.0345], [-4.8398, -2.6410, -3.5321], [-1.2713, -1.4814, -2.2030], [-0.7793, -2.8211, -2.1834], [-0.5523, -0.4718, -2.9396], [-1.2866, -0.8938, -0.6249], [-2.3682, -0.8721, 0.2650], [-3.5750, -1.0520, -0.0002], [-4.6613, -1.0515, 0.8501], [-4.9690, -1.7865, 1.9134], [-2.1910, -0.6455, 2.6331], [-1.7888, -0.2635, 1.4444], [-7.3011, -0.5620, -4.2166], [-7.2930, -2.2633, -4.2987], [-5.3711, 0.7120, -3.5621], [-3.0629, 0.6825, -2.6942], [-3.0286, -3.5861, -2.8635], [-5.3395, -3.5703, -3.7727], [-5.4718, -0.4152, 0.5079], [-5.9381, -1.7153, 2.3872], [-1.9198, 0.0458, 3.4385], [1.5167, -2.0325, -6.9197], [1.8394, -1.5421, -5.5365], [1.9785, -0.1834, -5.2753], [2.2656, 0.2710, -3.9983], [2.4120, -0.6574, -2.9838], [2.3083, -2.0232, -3.2175], [2.0102, -2.4536, -4.4945], [2.7812, -0.1091, -1.3489], [3.8402, -2.5377, 0.3306], [2.5535, 1.3321, -1.3490], [1.4229, -0.8310, -0.5856], [1.2434, -1.2091, -7.5770], [0.6905, -2.7431, -6.8954], [2.3761, -2.5432, -7.3576], [1.8459, 0.5290, -6.0797], [2.3549, 1.3250, -3.7768], [2.4259, -2.7285, -2.4042], [1.8931, -3.5125, -4.6855], [-4.2062, -2.7458, 2.4577], [-1.0425, -3.0641, 2.8804], [0.2425, -3.7439, 4.2067], [-1.8495, -3.2237, 1.0486], [-0.3009, -1.4412, 3.8384], [-0.3154, -4.6851, 2.1478], [0.2798, -2.1222, 1.5987]],
  "mulliken_charge": [-1.2698, -0.1675, 0.0955, -0.5519, -0.0375, -0.2703, 0.0564, -0.5763, -0.5475, -0.4018, -0.1562, -0.2814, -0.5959, -0.0386, 0.2595, -0.0786, 1.5061, -0.0941, -2.0660, -0.8071, 1.0232, 0.4309, 0.4879, 0.4811, 0.4792, 0.4591, 0.6021, 0.6189, 0.5755, 0.7329, -0.7055, -0.2058, 0.1681, -1.0835, -1.0591, 0.2816, -0.8617, -0.6849, -0.1219, -0.0409, 0.5019, 0.2206, 0.6870, 0.4768, 0.5666, 0.3810, 0.4491, 0.3125, 0.4959, 0.4494, 0.2843, -0.4972, 1.1588, -0.8798, -0.5099, -0.8382, -0.3790, -0.8265, 1.6012, -0.7895, -0.6587, 1.0473, 1.3955, -0.2140, -0.3806, -0.4134, -0.9785, 0.7050, 0.2015, 0.2027, 0.3056, 0.4527, 0.5620, 0.3100, 0.3496, 0.3349, 0.3792, -1.5542, 1.1308, -0.8622, -0.5003, -0.1334, -0.5008, -0.6942, 0.5926, -0.5120, -0.6488, 0.4818, 0.3596, 0.3415, 0.3386, 0.3187, 0.5180, 0.4830, 0.4018, -0.1560, 1.0587, -0.5031, -0.6227, -0.5080, -0.4719, -0.3771]
}

Record 2
{
  "formula": "C38H38Cl3InN11OS",
  "method": "ωB97M-V/def2-TZVPD",
  "homo_ev": -14.1390,
  "orbital_gap_ha": 0.1785,
  "total_charge": 3,
  "e_lumo_ev": -9.281,
  "elements": ["In", "N", "C", "C", "N", "C", "C", "N", "H", "H", "H", "H", "H", "H", "H", "H", "H", "H", "H", "H", "H", "C", "C", "N", "C", "C", "N", "C", "C", "C", "C", "C", "N", "C", "C", "N", "C", "C", "N", "C", "C", "C", "N", "C", "C", "H", "H", "H", "H", "H", "H", "H", "H", "H", "H", "H", "H", "Cl", "C", "C", "C", "C", "C", "C", "N", "C", "C", "N", "C", "O", "C", "C", "C", "Cl", "S", "C", "C", "C", "Cl", "C", "H", "H", "H", "H", "H", "H", "H", "H", "H", "H", "H", "H", "H"],
  "coordinates": [[-0.0125, 0.6449, -2.1525], [0.0131, 0.3374, -4.4134], [-0.9435, 1.2798, -5.0508], [-2.2711, 1.2076, -4.3202], [-2.0728, 1.5548, -2.9050], [-2.3159, 2.9068, -2.3565], [-1.0217, 3.5260, -1.8622], [-0.3645, 2.5631, -0.9269], [0.9616, 0.5173, -4.7346], [-0.2040, -0.6235, -4.6693], [-1.0809, 1.0735, -6.1118], [-0.5302, 2.2821, -4.9545], [-2.6370, 0.1782, -4.3507], [-3.0147, 1.8377, -4.8099], [-2.5973, 0.9218, -2.3260], [-2.9725, 2.7764, -1.4923], [-2.8323, 3.5604, -3.0591], [-1.2175, 4.4845, -1.3829], [-0.3317, 3.6926, -2.6836], [-0.9668, 2.4004, -0.1201], [0.5034, 2.9572, -0.5715], [-0.1870, -3.9669, -1.7604], [-0.2544, -2.7435, -2.4123], [0.5581, -1.7406, -2.0809], [1.4227, -1.9491, -1.0848], [1.3900, -3.1361, -0.3565], [0.5928, -4.1366, -0.6989], [2.3878, -0.8510, -0.8433], [3.5867, -1.0731, -0.2032], [4.5245, -0.0441, -0.1040], [4.1982, 1.1664, -0.7170], [2.9759, 1.3340, -1.3404], [2.0590, 0.3432, -1.3806], [2.7004, 2.5708, -2.1100], [3.4105, 3.7513, -1.8924], [3.3205, 4.7869, -2.7137], [2.5279, 4.6534, -3.7675], [1.7383, 3.5210, -3.9346], [1.7988, 2.4860, -3.0961], [5.8163, -0.2383, 0.5716], [6.4942, -1.4508, 0.4819], [7.7142, -1.5718, 1.1322], [8.2624, -0.5932, 1.8440], [7.6074, 0.5592, 1.9325], [6.3875, 0.7918, 1.3139], [-0.7880, -4.8084, -2.0822], [-0.9780, -2.5746, -3.2000], [2.0018, -3.2745, 0.5270], [3.8136, -2.0477, 0.2051], [4.9393, 1.9505, -0.7565], [4.0600, 3.8701, -1.0342], [2.5017, 5.4657, -4.4834], [1.0522, 3.4590, -4.7691], [6.1136, -2.2770, -0.1048], [8.2753, -2.4969, 1.0763], [8.0788, 1.3344, 2.5248], [5.8902, 1.7445, 1.4442], [-6.2655, 2.7807, 2.0748], [-5.2758, 1.3912, 2.3326], [-3.9158, 1.5464, 2.5550], [-3.1387, 0.4143, 2.7363], [-3.6766, -0.8701, 2.7061], [-2.7285, -2.0384, 2.8624], [-2.6349, -2.8953, 1.5851], [-2.5295, -2.0559, 0.3860], [-3.5356, -1.8707, -0.5194], [-3.0727, -0.9779, -1.4320], [-1.7779, -0.6041, -1.0945], [-1.5050, -1.2871, 0.0177], [-3.1118, -2.8854, 3.9068], [-2.0568, -3.2754, 4.7963], [-1.4075, -2.0935, 5.4491], [-2.0660, -1.2018, 6.2484], [-3.7206, -1.2509, 6.6761], [-1.0512, 0.0434, 6.8330], [0.2959, -0.6087, 6.0057], [-0.0344, -1.7340, 5.3130], [-5.0508, -0.9856, 2.5055], [-5.8302, -2.5335, 2.4549], [-5.8520, 0.1312, 2.3178], [-3.4880, 2.5380, 2.6125], [-2.0782, 0.5271, 2.9408], [-1.7474, -1.5929, 3.0725], [-3.5461, -3.4780, 1.4850], [-1.7877, -3.5794, 1.6348], [-4.4843, -2.3737, -0.4295], [-3.5987, -0.6043, -2.2957], [-0.5904, -1.2343, 0.5865], [-1.3014, -3.8699, 4.2700], [-2.5469, -3.9194, 5.5239], [1.2636, -0.1432, 6.0980], [0.6790, -2.3184, 4.7466], [-6.9158, 0.0162, 2.1648]],
  "mulliken_charge": [2.5808, -0.5885, -0.2184, -0.8019, 0.0158, -0.9072, -0.2829, -0.5871, 0.3060, 0.2979, 0.6046, -0.1938, 0.2988, 0.5071, -0.0149, 0.4236, 0.4450, 0.6278, -0.0626, 0.1797, 0.3407, -0.6741, -0.0417, -0.0840, 0.0814, -0.2940, -0.4759, 0.4931, -0.7026, 0.3779, -0.8199, 0.7214, -0.5280, -0.3165, -0.3692, -0.5091, -0.6621, -0.1660, 0.2245, 0.3377, -0.5499, -0.4877, -0.5086, -0.4475, -0.5667, 0.4565, 0.4619, 0.4774, 0.5916, 0.8760, 0.5214, 0.4473, 0.4037, 0.4792, 0.3879, 0.3879, 0.5083, -0.1747, 0.2509, -1.1301, -0.1134, -0.2799, 0.3792, -1.5615, 0.7962, -1.1680, -0.7884, 0.3011, -0.9688, -0.2378, -0.7515, 0.2582, 0.5708, -0.1508, -0.1356, -0.4480, -0.7087, 1.0774, -0.1376, -0.8883, 0.5559, 0.5506, 0.0841, 0.4383, 0.2501, 0.6148, 0.7942, 0.6616, 0.2919, 0.3389, 0.4541, 0.4500, 0.5229]
}

Record 3
{
  "formula": "C38H38CuFN6O6",
  "method": "ωB97M-V/def2-TZVPD",
  "homo_ev": [-10.2464, -10.1923],
  "orbital_gap_ha": [0.2543, 0.2523],
  "e_above_lowest_kcal_mol": 0.0,
  "total_charge": 1,
  "multiplicity": 2,
  "e_lumo_ev": [-3.326, -3.326],
  "elements": ["Cu", "O", "C", "N", "C", "O", "C", "C", "C", "C", "C", "N", "C", "C", "C", "C", "C", "N", "H", "H", "H", "H", "H", "H", "H", "H", "C", "C", "N", "C", "C", "C", "O", "O", "C", "O", "C", "C", "C", "F", "C", "C", "C", "N", "C", "C", "N", "C", "C", "H", "H", "H", "H", "H", "H", "H", "H", "H", "H", "H", "H", "H", "H", "H", "H", "H", "H", "C", "C", "C", "C", "C", "C", "C", "O", "C", "C", "C", "H", "H", "H", "H", "H", "H", "H", "H", "H", "H", "H", "H"],
  "coordinates": [[1.8108, 0.4877, -1.4369], [4.4022, -2.3459, -2.5640], [3.7328, -1.3432, -2.4403], [3.2544, -0.7654, -1.3025], [3.5953, -1.1101, -0.0250], [3.9948, -2.1644, 0.4149], [3.4899, 0.1086, 0.8806], [4.0416, 0.1126, 2.1532], [3.9168, 1.2600, 2.9206], [3.2400, 2.3553, 2.4030], [2.7224, 2.2664, 1.1187], [2.8613, 1.1734, 0.3802], [3.4412, -0.4481, -3.6312], [3.8496, -0.7938, -4.9088], [3.5831, 0.0828, -5.9490], [2.9309, 1.2771, -5.6781], [2.5632, 1.5471, -4.3696], [2.8151, 0.7022, -3.3757], [4.5522, -0.7715, 2.5096], [4.3400, 1.3008, 3.9166], [3.1325, 3.2722, 2.9666], [2.1916, 3.0905, 0.6549], [4.3570, -1.7354, -5.0658], [3.8859, -0.1580, -6.9597], [2.7054, 1.9825, -6.4659], [2.0479, 2.4613, -4.0950], [-4.7618, 0.6788, 2.7426], [-3.7653, 1.8237, 2.5883], [-2.4722, 1.3759, 2.0797], [-2.0970, 1.7202, 0.8157], [-0.9918, 1.2635, 0.1824], [-0.6844, 1.8575, -1.1868], [-1.6277, 2.3109, -1.8253], [0.5465, 1.9105, -1.5415], [-0.1918, 0.2406, 0.8083], [0.6697, -0.4388, 0.2485], [-0.4877, 0.0377, 2.2338], [0.3860, -0.7194, 3.0067], [0.1975, -0.8461, 4.3543], [1.1183, -1.5532, 5.0541], [-0.9002, -0.2692, 5.0098], [-1.8077, 0.4257, 4.2181], [-1.6067, 0.6216, 2.8463], [-1.1452, -0.4077, 6.3975], [-0.2795, -1.2381, 7.2348], [-0.8998, -1.3290, 8.6362], [-2.3824, -1.2103, 8.4780], [-2.7544, 0.1940, 8.0924], [-1.6607, 0.7211, 7.1556], [-5.6987, 1.0636, 3.1455], [-4.3811, -0.0925, 3.4125], [-4.9652, 0.2185, 1.7765], [-3.6237, 2.3469, 3.5375], [-4.1559, 2.5470, 1.8771], [-2.7481, 2.4110, 0.2954], [1.2278, -1.2057, 2.5302], [-2.7126, 0.8048, 4.6695], [0.7384, -0.8466, 7.3261], [-0.2164, -2.2344, 6.8036], [-0.5752, -0.5235, 9.2910], [-0.6498, -2.2751, 9.1096], [-2.8789, -1.5021, 9.3180], [-2.6551, -1.8289, 7.7118], [-2.8362, 0.7977, 8.9944], [-3.7196, 0.1561, 7.5921], [-0.8605, 1.2050, 7.7294], [-2.0774, 1.4815, 6.5062], [-1.5284, -1.9057, -9.0830], [-1.1654, -1.4733, -7.6923], [-0.6133, -2.3589, -6.7773], [-0.2617, -1.9639, -5.4942], [0.3043, -2.9885, -4.5533], [-0.4662, -0.6186, -5.1168], [-0.0733, -0.1037, -3.8130], [0.4679, -0.7386, -2.9158], [-1.0377, 0.2944, -6.0336], [-1.2745, 1.7455, -5.6963], [-1.3750, -0.1544, -7.2976], [-1.4577, -2.9858, -9.1985], [-0.8579, -1.4388, -9.8074], [-2.5426, -1.5926, -9.3329], [-0.4567, -3.3915, -7.0691], [0.4016, -3.9500, -5.0555], [-0.3394, -3.1062, -3.6809], [1.2776, -2.6882, -4.1710], [-0.2684, 0.9639, -3.6667], [-0.3260, 2.2783, -5.5929], [-1.8187, 1.8753, -4.7613], [-1.8408, 2.2242, -6.4931], [-1.8188, 0.5389, -8.0044]],
  "mulliken_spin": [0.7528, 0.0031, 0.0103, 0.1263, 0.0221, 0.0081, -0.0145, 0.0017, -0.0013, 0.0025, -0.0016, 0.0107, -0.0112, 0.0018, -0.0010, 0.0030, 0.0001, 0.0157, 0.0005, -0.0003, 0.0003, 0.0015, 0.0004, -0.0002, -0.0001, 0.0015, 0.0000, -0.0001, 0.0002, -0.0024, -0.0135, 0.0051, 0.0091, 0.0518, 0.0018, 0.0102, 0.0019, -0.0002, -0.0001, 0.0000, -0.0001, -0.0002, 0.0003, 0.0000, 0.0000, 0.0000, 0.0000, 0.0000, 0.0000, 0.0000, 0.0000, 0.0000, 0.0000, 0.0000, 0.0006, 0.0002, 0.0001, 0.0000, 0.0000, 0.0000, 0.0000, 0.0000, 0.0000, 0.0000, 0.0000, 0.0000, 0.0000, 0.0000, -0.0002, 0.0002, -0.0009, 0.0003, -0.0028, 0.0004, 0.0074, -0.0004, 0.0001, 0.0003, 0.0000, 0.0000, 0.0000, 0.0000, 0.0000, 0.0000, -0.0003, -0.0011, 0.0000, 0.0001, 0.0000, 0.0001]
}

> Number 3 is which compound?

C38H38CuFN6O6